Entry w
Molecular formula: C8H19N4
Method: DFT, ωB97M-V/def2-TZVPD

Calculated values
E_HOMO = -13.6167 eV
LUMO = -5.226 eV

ORCA input file:
```
! RIJCOSX wB97M-V def2-TZVPD def2/J DEFGRID3
* xyz 1 1
H -2.58 2.32 -1.27
N -3.53 1.87 -0.93
N -3.34 0.89 -0.18
C -4.82 0.02 0.11
N -2.31 0.21 0.19
N -1.70 -0.10 1.16
C -0.72 -1.20 1.14
C -0.93 -1.72 2.64
C 0.77 -0.84 0.99
C 0.95 -0.06 -0.32
C 2.37 0.58 -0.47
C 2.90 0.62 -1.88
C 4.31 1.13 -1.86
H -5.56 0.76 0.31
H -4.65 -0.48 0.99
H -4.96 -0.67 -0.78
H -1.04 -1.96 0.45
H -0.56 -1.07 3.37
H -2.02 -1.84 2.91
H -0.40 -2.66 2.76
H 1.17 -1.89 0.90
H 1.26 -0.40 1.78
H 0.20 0.73 -0.37
H 0.62 -0.64 -1.09
H 3.09 0.01 0.04
H 2.36 1.69 -0.28
H 2.87 -0.33 -2.42
H 2.25 1.31 -2.46
H 4.47 1.30 -0.84
H 5.11 0.37 -2.11
H 4.42 2.03 -2.50
*
```

Entry x
Molecular formula: C8H19N4
Method: DFT, ωB97M-V/def2-TZVPD

Calculated values
E_HOMO = -12.1432 eV
LUMO = -3.143 eV

ORCA input file:
```
! RIJCOSX wB97M-V def2-TZVPD def2/J DEFGRID3
* xyz 1 1
C -4.58 0.12 0.16
C 2.76 -0.44 1.10
C 2.24 0.29 -0.14
C 1.33 -0.66 0.64
C -4.49 1.22 -0.79
C 2.75 -0.25 -1.43
C 1.86 1.78 -0.22
C -2.32 -0.51 0.47
N -3.58 -0.53 0.50
N 0.87 -1.94 0.11
N -1.57 -1.26 -0.25
N 0.34 0.00 1.42
H -5.55 -0.35 0.36
H 3.55 -1.18 1.01
H 2.74 0.32 1.95
H -3.40 1.60 -0.98
H -4.63 0.75 -1.90
H -5.27 1.95 -0.89
H 1.93 -0.22 -2.30
H 3.14 -1.19 -1.28
H 3.62 0.42 -1.76
H 1.69 2.31 0.69
H 0.97 1.93 -0.71
H 2.65 2.33 -0.68
H -1.77 0.19 1.15
H 1.27 -2.12 -0.85
H 1.09 -2.68 0.65
H -2.10 -1.84 -0.92
H -0.54 -1.49 -0.10
H 0.03 -0.58 2.17
H 0.72 0.90 1.65
*
```

Which one sits at the bottom of the stability order? entry w does.

Entry w
Molecular formula: C4H11NP
Method: DFT, ωB97M-V/def2-TZVPD

Calculated values
E_HOMO = -13.9353 eV
LUMO = -5.214 eV

ORCA input file:
```
! RIJCOSX wB97M-V def2-TZVPD def2/J DEFGRID3
* xyz 1 1
C 2.01 -0.34 -0.52
C 2.34 0.79 0.43
C -1.47 -1.23 -0.64
C -2.68 1.01 0.61
N 1.27 -0.12 0.67
P -1.21 0.41 0.07
H 1.32 -0.04 -1.36
H 2.71 -1.11 -0.57
H 3.26 0.64 0.95
H 2.25 1.87 0.49
H -1.70 -1.89 0.22
H -0.57 -1.59 -1.10
H -2.19 -1.23 -1.51
H -3.60 0.41 0.88
H -2.93 2.05 0.57
H 1.56 -0.72 1.47
H -0.38 1.11 -0.66
*
```

Entry x
Molecular formula: C4H11NP
Method: DFT, ωB97M-V/def2-TZVPD

Calculated values
E_HOMO (alpha / beta) = -13.2522 / -12.5110 eV
LUMO (alpha / beta) = -4.646 / -4.569 eV

ORCA input file:
```
! RIJCOSX wB97M-V def2-TZVPD def2/J DEFGRID3
* xyz 1 1
C -1.20 1.78 -1.10
C -0.65 1.44 0.17
C -0.44 -1.86 1.38
C -0.01 -1.11 0.14
N 1.37 -0.62 -0.09
P 0.58 2.47 -0.60
H -1.01 1.17 -1.89
H -1.93 2.57 -1.15
H -1.20 1.65 1.20
H -1.26 -2.43 1.10
H -0.73 -1.15 2.07
H 0.31 -2.51 1.67
H -0.31 -1.41 -0.78
H 2.04 -1.36 -0.13
H 1.67 0.20 0.53
H 1.50 -0.27 -1.06
H 1.27 1.43 -1.46
*
```

Which one sits at the bottom of the stability order? entry x does.

Entry w
Molecular formula: C4H4S2
Method: DFT, ωB97M-V/def2-TZVPD

Calculated values
E_HOMO = -7.8955 eV
LUMO = -0.332 eV

ORCA input file:
```
! RIJCOSX wB97M-V def2-TZVPD def2/J DEFGRID3
* xyz 0 1
C -0.77 -1.84 0.70
C -1.39 0.43 1.33
C 0.37 0.24 -0.49
C -0.43 0.90 0.57
S 0.46 -1.60 -0.31
S -2.56 0.38 2.37
H -0.94 -2.87 0.98
H 1.40 0.59 -0.49
H -0.05 0.40 -1.49
H -0.15 1.94 0.76
*
```

Entry x
Molecular formula: C4H4S2
Method: DFT, ωB97M-V/def2-TZVPD

Calculated values
E_HOMO = -9.3582 eV
LUMO = -0.808 eV

ORCA input file:
```
! RIJCOSX wB97M-V def2-TZVPD def2/J DEFGRID3
* xyz 0 1
C 1.99 0.93 0.91
C 1.23 0.61 0.03
C -0.46 0.63 -1.45
C -1.05 -1.10 0.56
S -0.21 1.66 -2.66
S -1.65 -0.44 -1.03
H 2.93 1.35 1.19
H -0.97 -0.11 1.02
H -0.04 -1.66 0.66
H -1.76 -1.87 0.76
*
```

Entry y
Molecular formula: C4H4S2
Method: DFT, ωB97M-V/def2-TZVPD

Calculated values
E_HOMO = -8.4583 eV
LUMO = -0.117 eV

ORCA input file:
```
! RIJCOSX wB97M-V def2-TZVPD def2/J DEFGRID3
* xyz 0 1
C -0.56 -1.70 -0.68
C 2.30 0.20 -0.06
C 0.11 0.72 0.54
C 1.16 0.67 -0.49
S -0.85 -0.91 0.71
S 3.65 -0.53 0.30
H -1.12 -2.55 -0.72
H -0.62 1.46 0.25
H 0.42 0.90 1.69
H 1.20 1.02 -1.43
*
```

Which one sits at the bottom of the stability order? entry x does.

Entry w
Molecular formula: C3HN3O2
Method: DFT, ωB97M-V/def2-TZVPD

Calculated values
E_HOMO = -9.4337 eV
LUMO = -1.250 eV

ORCA input file:
```
! RIJCOSX wB97M-V def2-TZVPD def2/J DEFGRID3
* xyz 0 1
C 0.02 0.28 1.81
C -0.37 0.16 0.53
C -0.24 0.72 -3.10
N 0.12 0.85 2.91
N 0.11 -1.88 0.52
N 0.07 -2.98 0.38
O 0.71 0.10 -2.93
O -1.25 1.25 -3.17
H 0.84 1.49 3.05
*
```

Entry x
Molecular formula: C3HN3O2
Method: DFT, ωB97M-V/def2-TZVPD

Calculated values
E_HOMO (alpha / beta) = -10.2220 / -10.2228 eV
LUMO (alpha / beta) = -1.098 / -1.099 eV

ORCA input file:
```
! RIJCOSX wB97M-V def2-TZVPD def2/J DEFGRID3
* xyz 0 1
N 0.51 -2.64 -0.12
C 1.03 -1.59 -0.29
C 1.29 -0.17 -0.30
N 0.66 0.68 -0.98
O 0.92 1.78 -0.78
O -0.21 0.25 -1.79
C -1.44 0.90 -1.76
N -2.23 1.78 -1.91
H 1.97 0.18 0.45
*
```

Which one sits at the bottom of the stability order? entry x does.